{
  "formula": "CH3FOS",
  "method": "wB97M-V/def2-TZVPD",
  "multiplicity": 1,
  "homo_lumo_gap_ev": [8.60, 8.46],
  "total_charge": 0,
  "de_lowest_ev": 5.493,
  "elements": ["C", "O", "F", "S", "H", "H", "H"],
  "positions_angstrom": [[0.208, -0.137, 0.131], [2.737, 1.774, -0.174], [2.241, -1.425, -0.614], [1.954, -0.367, 0.587], [0.374, -0.002, -1.046], [-0.267, 0.772, 0.414], [-0.290, -1.085, 0.357]],
  "atomic_forces_ev_per_a": [[1.7744, -0.7957, -3.4382], [-0.6478, -1.5787, 0.5163], [0.0473, 0.4098, 0.4971], [-0.0650, 1.4373, -0.8016], [-0.7501, -0.5149, 2.4014], [-0.1055, 0.5243, 0.8770], [-0.2533, 0.5179, -0.0521]]
}